{"formula": "C45H53As3F5IO3PmS3Te", "method": "wB97M-V/def2-TZVPD", "species": ["Pm", "C", "C", "C", "C", "C", "C", "C", "S", "O", "C", "C", "C", "C", "C", "C", "C", "C", "C", "C", "C", "C", "C", "C", "C", "C", "C", "C", "C", "C", "S", "O", "C", "C", "C", "C", "C", "C", "C", "H", "H", "H", "H", "H", "H", "H", "H", "H", "H", "H", "H", "H", "H", "H", "H", "H", "H", "H", "H", "H", "H", "H", "H", "H", "H", "C", "As", "C", "C", "C", "C", "C", "As", "C", "C", "C", "As", "C", "C", "H", "H", "H", "H", "H", "H", "H", "H", "H", "H", "H", "H", "H", "H", "H", "H", "H", "H", "H", "H", "H", "H", "H", "H", "H", "H", "H", "I", "F", "Te", "F", "F", "F", "F", "O", "S"], "positions_angstrom": [[0.275089, 1.615562, 2.564025], [-7.873436, -2.222891, 3.808195], [-6.598271, -2.003381, 3.061033], [-5.890330, -0.803394, 3.124613], [-4.712718, -0.635131, 2.385386], [-4.244788, -1.670753, 1.607676], [-4.973840, -2.873466, 1.512653], [-6.122386, -3.053655, 2.316137], [-2.953306, -1.425993, 0.401276], [-3.367804, -2.176173, -0.802955], [-1.648043, -2.396235, 1.186054], [-1.476154, -2.119400, 2.549397], [-0.479535, -2.623907, 3.325508], [0.417051, -3.542581, 2.707464], [1.485886, -4.098353, 3.397523], [2.385976, -4.961037, 2.845983], [2.259504, -5.290926, 1.497036], [1.156734, -4.879178, 0.780450], [0.260781, -3.910611, 1.338591], [-0.847286, -3.342710, 0.548626], [-1.161637, -3.934020, -0.749000], [-1.891705, -5.185106, -0.728834], [-2.219272, -5.853246, 0.527233], [-2.805090, -7.083833, 0.572331], [-3.148564, -7.690797, -0.661959], [-2.941635, -7.099847, -1.866049], [-2.201131, -5.839083, -1.917059], [-1.841930, -5.209220, -3.148407], [-1.130641, -4.047571, -3.154203], [-0.738488, -3.408407, -1.952078], [0.515372, -2.047208, -1.883907], [1.929842, -2.539858, -2.070744], [0.043792, -1.164563, -3.345084], [-1.302149, -0.806103, -3.483731], [-1.762147, -0.313927, -4.729033], [-0.865325, 0.009614, -5.731162], [-1.270520, 0.710999, -6.994230], [0.483501, -0.164551, -5.484367], [0.956318, -0.820038, -4.362316], [-8.063098, -1.287758, 4.389203], [-7.789124, -3.094274, 4.465086], [-8.684063, -2.397754, 3.085292], [-6.234123, -0.008262, 3.739333], [-4.133012, 0.301664, 2.455373], [-4.668549, -3.638464, 0.790978], [-6.612287, -4.008109, 2.245803], [-2.182278, -1.422842, 3.061977], [-0.323889, -2.243835, 4.332633], [1.676718, -3.780136, 4.402730], [3.235440, -5.400103, 3.399725], [3.038767, -5.839317, 0.966257], [1.012729, -5.236318, -0.217908], [-1.889089, -5.355570, 1.429886], [-2.995230, -7.579107, 1.547918], [-3.577696, -8.691131, -0.611161], [-3.312918, -7.494391, -2.822428], [-2.186818, -5.631128, -4.086688], [-0.761962, -3.631584, -4.120912], [-1.969965, -0.891550, -2.641704], [-2.811665, -0.114011, -4.806287], [-0.661864, 0.345504, -7.850105], [-1.063843, 1.830330, -6.871981], [-2.340060, 0.574850, -7.237515], [1.210969, 0.125801, -6.273650], [1.965902, -1.048832, -4.177465], [4.715675, 0.450890, 0.825038], [3.325405, 1.477591, -0.230315], [3.844883, 1.170656, -2.086510], [4.162302, 3.184564, 0.365695], [3.988240, 4.555376, -0.390668], [4.512184, 4.524586, -1.804368], [2.527178, 4.982025, -0.313895], [1.064455, 3.984360, -1.178908], [1.270156, 4.060967, -3.101425], [-0.564213, 4.751751, -0.475765], [4.840722, 5.642229, 0.362704], [4.511801, 6.249348, 2.284199], [2.522831, 6.685260, 2.439496], [4.571706, 4.583341, 3.343180], [5.692226, 0.996881, 0.701973], [4.815378, -0.556722, 0.425469], [4.360591, 0.489294, 1.868210], [4.692865, 1.833014, -2.231056], [2.977255, 1.374183, -2.757392], [4.119134, 0.093007, -2.184741], [5.226103, 2.959623, 0.446779], [3.745434, 3.332697, 1.359718], [4.015074, 3.766590, -2.400369], [5.603743, 4.299976, -1.865602], [4.379899, 5.538467, -2.291731], [2.430756, 6.048264, -0.630005], [2.217207, 4.981225, 0.746990], [1.979655, 4.868552, -3.328651], [0.289757, 4.355536, -3.455683], [1.603594, 3.126463, -3.531885], [-1.427858, 4.206568, -0.841761], [-0.539717, 5.812732, -0.709041], [-0.522427, 4.576897, 0.617214], [4.820804, 6.602908, -0.185259], [5.891466, 5.335334, 0.411260], [2.220754, 7.218506, 1.556976], [2.458254, 7.303282, 3.343318], [1.981844, 5.724802, 2.603854], [5.272445, 3.820227, 2.959094], [3.561382, 4.202985, 3.510316], [4.972412, 4.939124, 4.299510], [2.617108, -0.143627, 3.752221], [1.643469, 3.251680, 2.872433], [-2.491757, 4.491929, 3.234446], [-0.456507, 0.425518, 4.110128], [-4.152900, 3.518657, 3.459328], [-3.159255, 4.893906, 1.383016], [-0.925614, 5.622558, 2.732462], [-1.478185, 2.995130, 2.858177], [0.691618, 1.908218, -0.464613]], "atomic_forces_ev_per_a": [[1.4, 0.3, 0.3], [-0.2, 1.1, 0.3], [0.0, 0.1, 0.6], [0.6, -0.7, -0.8], [0.1, 0.6, 0.6], [-1.1, -1.1, -0.6], [-0.3, 0.2, 0.6], [2.0, 0.1, -1.9], [0.7, -0.1, 0.3], [-0.3, -0.1, -0.7], [0.4, -1.1, -0.2], [-0.6, 1.4, 1.5], [0.3, -0.1, -0.9], [-0.2, 0.2, -0.8], [1.0, -0.3, 1.1], [0.7, -0.2, -0.1], [-0.5, -0.3, -1.0], [0.1, 0.9, 0.7], [-1.1, -0.2, -0.5], [0.5, 0.6, 2.0], [-0.1, -0.4, -0.9], [0.3, -0.3, 1.3], [0.5, 0.7, -0.5], [0.3, 0.4, 0.1], [-0.5, -1.0, 0.2], [0.9, 1.4, -0.4], [-1.1, -0.5, -0.8], [-0.4, 0.0, 0.2], [0.9, 0.3, -1.0], [0.5, -0.5, 0.0], [0.5, 0.0, 0.9], [-1.3, 0.0, -0.3], [-0.7, 0.3, -1.2], [0.4, 0.2, -1.1], [0.6, -0.2, 1.7], [-0.2, 0.5, 0.0], [0.1, 1.0, -0.5], [1.3, -0.4, -0.9], [-1.7, -0.1, 1.1], [-0.3, -0.9, -0.2], [-0.1, 0.2, 0.0], [0.1, 0.1, 0.4], [-0.3, 0.6, 0.4], [-0.5, -0.4, -0.1], [0.0, 0.2, 0.4], [-0.4, -0.1, 0.1], [0.7, -0.5, -0.6], [0.0, -0.3, -0.2], [-0.2, 0.2, 0.5], [-0.6, 0.6, -0.1], [-0.3, -0.2, 0.3], [0.0, 0.1, -0.5], [-0.2, -0.1, 0.1], [0.2, 0.3, -0.9], [-0.2, 0.2, -0.2], [0.3, -0.1, 0.6], [0.2, -0.1, 0.1], [-0.5, -0.3, 0.8], [-0.3, -0.4, 0.0], [-0.4, 0.1, -0.3], [-0.4, 0.3, 0.5], [-0.4, -1.4, -0.3], [0.5, 0.1, 0.2], [-0.5, -0.2, 0.6], [1.2, -0.2, -0.1], [1.0, 1.3, -1.0], [1.8, -1.8, 2.4], [0.1, -0.4, -0.2], [0.1, 1.1, -1.2], [0.6, -0.5, 1.2], [0.6, 0.8, -1.0], [-0.5, 0.8, 0.4], [-0.4, -2.3, 1.7], [0.0, 0.9, 0.3], [0.7, 0.4, 0.2], [-0.8, 0.1, 0.6], [-0.3, 0.0, -0.6], [1.2, -1.4, 0.7], [0.3, 0.4, 0.3], [-0.6, -0.7, 0.3], [-0.1, -0.1, 0.3], [0.3, -0.2, -0.6], [0.2, -0.3, -0.8], [0.7, 0.0, 0.4], [-0.1, 0.9, 0.1], [0.1, 0.2, 0.1], [0.0, -0.3, 0.1], [-0.2, 0.0, -0.2], [-0.7, 0.1, 0.3], [0.0, -1.0, 0.4], [-0.1, -0.6, -0.1], [0.0, -0.2, -0.5], [-0.2, -0.3, 0.0], [-0.2, -0.2, -0.4], [-0.1, -0.2, 0.1], [0.1, 0.1, -0.3], [-0.5, 0.2, 0.2], [0.2, 0.3, -0.6], [0.0, -0.4, 0.0], [-0.1, -0.1, -0.1], [-0.3, 0.3, -0.2], [-0.1, -0.1, -0.3], [0.1, 0.8, -0.2], [-0.5, 0.4, 0.0], [0.2, -0.3, -0.2], [-0.1, -0.2, 0.0], [0.1, -0.2, 0.0], [-0.5, -0.2, -0.2], [1.1, -0.3, -2.2], [-0.7, 0.1, 0.0], [-0.2, -0.3, -0.2], [0.7, -0.4, 2.0], [-0.4, -0.1, -0.1], [-1.5, 1.4, 0.2], [-2.3, 1.8, -1.5]], "mulliken_spin": [4.016, 0.000, 0.000, 0.000, 0.000, -0.001, 0.000, 0.000, 0.001, 0.000, -0.005, 0.003, -0.001, 0.001, -0.002, 0.001, 0.000, 0.002, -0.001, -0.002, 0.004, 0.006, -0.001, 0.000, 0.000, 0.000, -0.001, 0.001, -0.002, -0.004, 0.001, 0.000, 0.000, 0.000, 0.000, 0.000, 0.000, 0.000, 0.000, 0.000, 0.000, 0.000, 0.000, 0.000, 0.000, 0.000, 0.001, 0.001, 0.000, 0.000, 0.000, 0.000, 0.000, 0.000, 0.000, 0.000, 0.000, 0.000, 0.000, 0.000, 0.000, 0.000, 0.000, 0.000, 0.000, -0.001, 0.001, 0.000, 0.000, 0.000, 0.000, 0.000, -0.001, 0.000, 0.000, 0.000, 0.000, 0.000, 0.000, 0.000, 0.000, 0.000, 0.000, 0.000, 0.000, 0.000, 0.001, 0.000, 0.000, 0.000, 0.000, 0.000, 0.000, 0.000, 0.000, 0.000, 0.000, 0.000, 0.000, 0.000, 0.000, 0.000, 0.000, 0.000, 0.000, 0.000, -0.007, -0.001, -0.001, -0.003, 0.000, 0.000, 0.000, -0.002, -0.003], "molar_mass_g_mol": 1457.377, "orbital_gap_ha": [0.2018, 0.2018], "charge": -1, "homo_energy_ev": [-3.564, -3.565], "spin_multiplicity": 5}